{"formula": "C33H54O33", "method": "ωB97M-V/def2-TZVPD", "symbols": ["C", "C", "O", "C", "O", "O", "H", "H", "H", "H", "C", "C", "O", "C", "O", "O", "H", "H", "H", "H", "C", "C", "O", "C", "O", "O", "H", "H", "H", "H", "C", "C", "O", "C", "O", "O", "H", "H", "H", "H", "C", "C", "O", "C", "O", "O", "H", "H", "H", "H", "C", "C", "O", "C", "O", "O", "H", "H", "H", "H", "C", "O", "C", "O", "O", "C", "H", "H", "H", "H", "H", "H", "C", "O", "C", "O", "O", "C", "H", "H", "H", "H", "H", "H", "C", "O", "C", "O", "O", "C", "H", "H", "H", "H", "H", "H", "C", "O", "C", "O", "O", "C", "H", "H", "H", "H", "H", "H", "C", "O", "C", "O", "O", "C", "H", "H", "H", "H", "H", "H"], "xyz": [[-0.2999, -2.4194, -5.2431], [-0.2486, -1.5226, -4.1221], [0.9964, -1.8420, -3.5752], [1.7903, -2.4159, -4.4516], [2.9608, -2.8311, -4.2981], [1.0758, -2.6959, -5.5121], [-0.7660, -1.9920, -6.1309], [-0.6558, -3.3829, -4.8781], [-1.0594, -1.8007, -3.4488], [-0.3657, -0.5067, -4.4992], [5.7070, -4.0090, 2.5450], [4.9321, -4.5581, 3.7216], [3.6073, -4.3794, 3.2672], [3.6126, -4.3238, 1.9234], [2.6610, -4.5256, 1.1853], [4.8047, -4.1962, 1.4651], [6.5697, -4.6705, 2.4657], [6.0857, -2.9958, 2.6794], [5.0796, -3.9378, 4.6056], [5.1992, -5.5940, 3.9306], [-1.4508, 0.7173, 4.3467], [-2.3808, 0.9269, 3.1553], [-2.4507, -0.3320, 2.5923], [-1.5439, -1.1162, 3.0047], [-1.3241, -2.2389, 2.5724], [-0.8967, -0.5424, 4.0453], [-1.9540, 0.7120, 5.3136], [-0.7023, 1.4885, 4.5287], [-2.0093, 1.6842, 2.4649], [-3.3492, 1.1811, 3.5863], [-5.5547, 5.7374, 2.8244], [-5.0904, 4.8744, 4.0413], [-4.6067, 3.6893, 3.4497], [-4.6896, 3.7110, 2.1727], [-4.2951, 2.8424, 1.3959], [-5.3263, 4.8435, 1.7885], [-4.9172, 6.6195, 2.7657], [-6.5869, 6.0663, 2.9445], [-5.9247, 4.6323, 4.6996], [-4.3447, 5.3537, 4.6756], [5.2017, -2.2675, -1.4112], [5.7301, -1.6579, -2.6925], [4.9358, -0.5040, -2.8863], [3.9668, -0.3840, -1.9034], [3.0060, 0.3765, -1.9083], [4.0480, -1.4461, -1.0621], [5.9170, -2.1830, -0.5931], [4.9360, -3.3084, -1.5956], [5.5969, -2.2910, -3.5698], [6.7874, -1.4071, -2.6067], [-4.4244, -0.9070, -2.2737], [-3.4398, -0.9371, -3.4338], [-3.9619, 0.0675, -4.2192], [-5.2716, 0.1865, -3.9482], [-6.0563, 0.8507, -4.5989], [-5.6035, -0.4276, -2.8071], [-4.0110, -0.2394, -1.5177], [-4.5362, -1.8216, -1.6914], [-3.3406, -1.9076, -3.9201], [-2.4532, -0.5605, -3.1640], [-1.9030, 5.5718, 2.3103], [-0.4896, 5.5516, 2.2815], [0.1461, 4.3604, 2.2394], [-0.3928, 3.2682, 2.0169], [1.5313, 4.6164, 2.3261], [2.3948, 3.5148, 2.1018], [-2.2317, 6.5599, 2.6322], [-2.3702, 4.8862, 3.0173], [-2.3252, 5.2110, 1.3725], [2.2118, 3.0740, 1.1219], [2.3084, 2.7627, 2.8860], [3.3968, 3.9397, 2.0419], [-0.5088, -5.6092, -3.3488], [-0.7911, -5.3853, -2.0476], [-1.6240, -4.4770, -1.6595], [-2.2193, -3.6535, -2.3251], [-1.7147, -4.5207, -0.2796], [-2.7221, -3.7643, 0.2591], [0.1890, -4.8647, -3.7320], [-1.3794, -5.5221, -3.9989], [-0.1070, -6.6063, -3.5294], [-3.7433, -4.0824, 0.0493], [-2.5857, -2.7859, -0.2016], [-2.5377, -3.6931, 1.3310], [0.4205, 2.0930, -3.7423], [-1.0005, 2.1078, -3.8499], [-1.6456, 3.1806, -4.3617], [-1.0748, 4.1667, -4.8205], [-2.9549, 2.9951, -4.2533], [-3.8534, 3.9913, -4.7074], [0.8601, 2.9790, -3.2843], [0.8037, 2.0148, -4.7597], [0.7963, 1.1650, -3.3113], [-3.9023, 4.1072, -5.7901], [-3.5902, 4.9540, -4.2692], [-4.8266, 3.6781, -4.3293], [2.6230, 0.0596, 2.8618], [3.4648, 0.6301, 3.8507], [4.4720, -0.0939, 4.3623], [4.6314, -1.2902, 4.1768], [5.2082, 0.6648, 5.1406], [6.2703, 0.0476, 5.8882], [1.8790, 0.8121, 2.6003], [2.1227, -0.7946, 3.3180], [3.2145, -0.2298, 1.9932], [7.0425, -0.3050, 5.2045], [5.8698, -0.7071, 6.5650], [6.8961, 0.8233, 6.3298], [0.7733, -2.0559, -0.1758], [-0.4319, -1.3128, -0.4346], [-0.4290, 0.0316, -0.2099], [0.4899, 0.6509, 0.3166], [-1.5986, 0.4768, -0.6242], [-1.8908, 1.8506, -0.6334], [1.3081, -2.4026, -1.0600], [0.4076, -3.0205, 0.1761], [1.4886, -1.7286, 0.5788], [-2.7969, 2.0217, -1.2147], [-1.0245, 2.4071, -0.9908], [-1.8706, 2.1972, 0.3998]], "forces_ev_per_angstrom": [[-0.0351, -2.1220, -1.7531], [-1.3202, 1.1216, 0.5293], [1.0295, 1.4146, 3.0161], [3.8445, -2.8388, -0.2295], [-3.5796, 2.0610, 0.1527], [0.2828, 0.0402, -2.0288], [-0.1286, -0.5467, 0.0738], [-0.8248, 0.0358, -0.7317], [0.4567, 0.3504, 0.3490], [0.4918, 0.4224, 0.7089], [1.6535, -0.9406, 0.9242], [0.4086, 1.2694, 0.4464], [-1.3070, -0.3261, -0.0752], [-3.2450, -1.6985, -0.4401], [0.6352, 1.0066, 1.2647], [2.7976, 0.9445, -1.0634], [0.1015, 0.1798, -0.7932], [-0.6124, 0.1718, -0.3230], [-0.0954, -0.1834, 0.0308], [-0.4915, -0.1123, -0.0712], [-0.0520, 0.6857, 0.5017], [-0.3202, 2.0263, 1.8988], [-2.5421, 0.4090, -2.7580], [2.1630, -2.8998, 1.3132], [0.1183, 1.8621, 0.5208], [1.2263, -1.0910, 0.1298], [-0.4210, -0.6189, -0.0798], [0.4204, -0.1727, -0.7798], [-0.2341, -0.2243, -0.0455], [-0.1346, 0.2205, -0.7396], [0.8002, -0.0571, 2.2213], [-1.1720, 1.0476, 0.6969], [1.0163, -0.8891, 2.6697], [-0.0819, -1.0994, -3.8425], [-0.7943, 2.0197, 1.7673], [-0.0140, -0.3483, -2.1784], [-0.0237, 0.0182, -0.4639], [-0.0265, -0.3213, -0.4671], [-0.0021, -0.2192, -0.1039], [0.2878, -0.1650, -0.3131], [-0.0402, 0.0261, 0.2696], [0.2521, -0.1893, -0.3006], [-1.3062, 1.6217, 1.2318], [-1.5233, -0.8392, -1.6816], [2.4858, -1.0513, 0.1511], [0.5191, 0.0476, -0.2221], [-0.1287, -0.1503, 0.0018], [-0.4262, 0.1721, 0.4659], [-0.1115, -0.0498, 0.1302], [-0.0900, 0.2881, -0.0601], [2.0656, -1.0162, 2.1013], [0.9455, -0.4446, 1.3697], [-1.0162, 0.5192, -1.6669], [-2.3585, 2.5659, -1.7482], [1.5689, -1.2879, 1.0049], [-0.5131, -0.1206, -0.4199], [-0.2657, 0.6194, 0.0237], [-0.3640, -0.3437, -0.6620], [-0.2592, 0.0189, -0.3089], [-0.1162, -0.3622, 0.3878], [-1.0033, -0.7762, 0.0978], [1.1468, -0.8875, 0.6524], [0.9273, -0.5239, -1.2248], [1.3487, 2.2403, 0.8961], [-3.4724, -0.0178, 0.1237], [0.2762, -0.2879, -0.5194], [0.3149, 0.0889, -0.5811], [0.6686, -0.2921, 0.5012], [0.1128, 0.6224, -0.3675], [-0.2624, -0.1934, 0.0455], [0.1207, 0.2229, -0.0152], [-0.0885, -0.0465, 0.3954], [0.2232, 0.1153, -3.5195], [0.1826, -0.8336, 2.7924], [-1.0710, 1.3349, 1.5092], [0.4767, -0.5946, -0.1204], [1.4742, -2.0712, -2.3439], [-0.7298, 1.9687, 0.7963], [0.3691, -0.0975, 0.1109], [-0.3345, -0.0019, 0.1687], [0.1070, 0.1186, 0.5808], [0.1026, -0.4295, -0.1809], [-0.5248, 0.5786, 0.3890], [-0.1264, -0.0815, -0.2489], [0.6549, 0.2097, -1.6056], [-1.0196, -0.4643, 0.7869], [1.5417, 1.8481, -0.7238], [-1.0956, -1.6794, 0.7698], [0.7613, -1.0209, 0.1897], [-0.4603, 0.8202, 0.1995], [-0.3173, -0.0792, 0.1638], [0.2199, 0.4433, -0.1558], [-0.6360, 0.1238, 0.6957], [0.2869, -0.3118, 0.0248], [0.0387, 0.0110, -0.0433], [0.1040, -0.0004, -0.1475], [-0.0990, -0.6569, 0.3415], [0.8745, 0.9113, 0.4851], [-0.6285, -1.6202, -0.2845], [-0.0050, 0.9256, -0.1236], [0.1867, 0.8508, 0.3736], [0.8153, 0.1721, -0.8659], [0.2226, -0.0927, 0.0068], [-0.0740, -0.1995, -0.3315], [-0.1221, -0.0680, -0.0807], [-0.4952, -0.9871, -0.2975], [0.3198, 0.1575, -0.0526], [-1.0250, 0.3495, 0.7235], [-0.9884, 0.0506, 1.4206], [2.4999, -1.6141, -0.3794], [0.3782, 3.1160, 1.4564], [-1.6238, -1.5480, -1.2114], [0.6366, -2.2008, -0.4438], [1.0922, 1.5533, 0.8005], [-0.1182, 0.3176, -1.0818], [-0.6079, -0.7870, 0.0755], [-0.3950, 1.0368, -0.2970], [0.2061, -0.1146, 0.3272], [-0.0483, -0.0747, -0.7801], [-0.9120, 0.0104, 0.1250]], "mulliken_charge": [-0.71, 1.87, 0.21, 0.40, -0.60, -0.37, 0.39, 0.12, -1.30, -0.06, -0.26, -0.33, -0.29, 0.71, -0.68, -0.24, 0.34, 0.23, 0.22, 0.33, -0.50, 1.24, -0.34, 0.65, -0.55, -0.37, 0.27, 0.25, -0.73, 0.19, -0.25, -0.42, -0.29, 0.63, -0.46, -0.36, 0.21, 0.31, 0.34, 0.31, -0.21, -0.37, -0.37, 0.33, -0.49, 0.03, 0.25, 0.26, 0.26, 0.30, 0.44, 1.25, -0.32, 0.50, -0.58, -0.36, -0.18, 0.14, 0.14, -0.85, -0.46, -0.36, 0.41, -0.24, -0.40, -0.23, 0.27, 0.14, 0.31, 0.11, 0.10, 0.35, -0.59, -0.37, 0.82, -0.50, -0.31, -0.20, 0.08, 0.35, 0.35, 0.38, -0.08, 0.16, -0.73, 0.17, 0.43, -0.60, -0.11, -0.75, 0.40, 0.43, -0.02, 0.29, 0.33, 0.24, -0.02, -0.29, 0.63, -0.54, -0.36, -0.65, -0.44, 0.47, 0.34, 0.29, 0.28, 0.27, -0.42, 1.12, -0.64, -0.25, 0.26, 0.06, 0.18, 0.43, -0.06, 0.34, 0.15, -0.59], "homo_lumo_gap_ev": [10.947, 3.408], "max_force_ev_per_a": 4.8, "spin_multiplicity": 2, "total_charge": 1}